Entry 1:
The following is a quantum chemistry calculation of a 2-piece molecular cluster, C4H7O2S overall at a distorted geometry, from the OMol25 dataset.

Element x y z (Å)
1 C -1.27 1.36 1.78
2 C -0.53 -0.01 -1.37
3 C 1.73 -0.23 -0.22
4 C 0.21 -0.32 -0.07
5 O -2.00 0.52 2.10
6 O -0.72 2.37 1.59
7 S -0.28 -1.94 0.57
8 H -0.13 -0.63 -2.18
9 H -0.42 1.01 -1.58
10 H -1.57 -0.08 -1.19
11 H 2.37 -1.23 -0.41
12 H 2.09 0.06 0.74
13 H 1.85 0.49 -1.02
14 H -1.32 -1.36 1.27

Values from the calculation:
- M: 119.16 g/mol
- Total charge: -1
- E_LUMO: 3.64 eV
- Maximum force: 0.0414 hartree/bohr
- Calculated total energy: -19191.074 eV


Entry 2:
The following is a quantum chemistry calculation of C26H25IN7O7SV as an isolated structure, from the OMol25 dataset.

Element x y z (Å)
1 V 0.14 -0.42 0.69
2 C 3.87 -0.81 1.81
3 C 3.91 0.47 1.03
4 N 5.09 1.01 0.75
5 C 5.13 2.14 0.06
6 C 4.02 2.82 -0.41
7 C 4.19 4.11 -1.19
8 O 3.57 5.22 -0.56
9 C 2.76 2.28 -0.15
10 C 1.53 2.94 -0.60
11 N 0.40 2.37 -0.54
12 C -0.75 3.06 -0.93
13 C -0.87 3.73 -2.15
14 C -2.06 4.36 -2.48
15 C -3.14 4.33 -1.60
16 C -3.03 3.67 -0.39
17 C -1.85 3.03 -0.08
18 I -1.65 2.00 1.73
19 C 2.73 1.09 0.59
20 O 1.55 0.50 0.86
21 H 4.88 -1.07 2.10
22 H 3.45 -1.62 1.22
23 H 3.25 -0.69 2.71
24 H 6.13 2.54 -0.14
25 H 3.72 4.02 -2.17
26 H 5.26 4.29 -1.36
27 H 4.08 5.45 0.23
28 H 1.63 3.96 -0.97
29 H -0.04 3.72 -2.84
30 H -2.15 4.87 -3.43
31 H -4.07 4.82 -1.86
32 H -3.87 3.64 0.30
33 N 0.82 -0.20 3.63
34 N 0.14 -1.06 2.69
35 H 0.53 -0.45 4.57
36 H 0.52 0.75 3.46
37 H -0.84 -1.24 2.93
38 H 0.64 -1.96 2.67
39 O -2.55 -1.29 2.58
40 C -2.73 -1.31 1.37
41 N -1.77 -1.08 0.41
42 S -2.44 -1.10 -1.14
43 O -2.38 0.23 -1.67
44 O -1.89 -2.19 -1.88
45 C -4.07 -1.48 -0.59
46 C -5.21 -1.66 -1.35
47 C -6.38 -1.93 -0.66
48 C -6.40 -2.01 0.73
49 C -5.25 -1.82 1.47
50 C -4.07 -1.56 0.79
51 H -5.18 -1.59 -2.43
52 H -7.30 -2.08 -1.22
53 H -7.34 -2.22 1.23
54 H -5.24 -1.88 2.55
55 C 2.05 -5.60 -0.09
56 N 1.65 -4.24 -0.46
57 C 1.59 -3.88 -1.77
58 C 1.20 -2.66 -2.22
59 C 0.82 -1.76 -1.21
60 O 0.36 -0.57 -1.31
61 N 0.92 -2.12 0.09
62 C 1.29 -3.35 0.55
63 O 1.30 -3.64 1.73
64 H 2.98 -5.85 -0.59
65 H 1.27 -6.31 -0.38
66 H 2.18 -5.63 0.98
67 H 1.88 -4.66 -2.46
68 H 1.13 -2.41 -3.26

Values from the calculation:
- M: 757.44 g/mol
- Total charge: +1
- E_LUMO (alpha / beta): -4.96 / -4.16 eV
- 2S+1: 2
- Maximum force: 0.0122 hartree/bohr
- Calculated total energy: -96750.619 eV


Entry 3:
The following is a quantum chemistry calculation of a single C9H17N2OP molecule at a distorted geometry, from the OMol25 dataset.

Element x y z (Å)
1 C -2.11 -0.66 -1.10
2 C 0.13 0.58 2.51
3 C -2.08 -0.49 2.82
4 C 2.18 -0.34 -1.95
5 C 1.32 1.42 -0.54
6 C -1.38 -0.80 -2.37
7 C -0.35 0.38 -2.28
8 C -1.20 0.64 2.49
9 C 0.82 0.19 -1.24
10 N -2.62 -0.27 -0.16
11 N 0.39 -0.81 -0.34
12 O 0.50 -2.10 1.98
13 P 0.83 -0.98 1.11
14 H 2.14 -0.40 1.37
15 H 0.69 1.37 2.01
16 H 0.49 0.00 3.38
17 H -2.36 -0.98 1.82
18 H -3.03 -0.19 3.23
19 H -1.43 -1.23 3.40
20 H 2.16 -1.51 -1.79
21 H 2.13 -0.20 -3.05
22 H 3.18 -0.02 -1.56
23 H 2.00 1.15 0.23
24 H 0.65 2.16 0.01
25 H 1.80 2.02 -1.34
26 H -2.04 -0.74 -3.16
27 H -0.76 -1.67 -2.35
28 H -0.74 1.42 -2.05
29 H 0.23 0.43 -3.16
30 H -1.53 1.62 2.09

Values from the calculation:
- M: 200.22 g/mol
- E_LUMO: -0.43 eV
- Maximum force: 0.0857 hartree/bohr
- Calculated total energy: -23921.637 eV


Entry 4:
The following is a quantum chemistry calculation of a single C5H4O2S molecule at a distorted geometry, from the OMol25 dataset.

Element x y z (Å)
1 C -2.60 -0.52 -0.24
2 C -1.42 0.03 0.10
3 C 1.33 -0.35 0.03
4 C 0.29 1.81 -0.07
5 C -1.03 1.48 0.19
6 H -3.44 0.02 -0.37
7 H -2.69 -1.61 -0.35
8 H 0.70 2.91 -0.15
9 H -1.94 2.19 0.61
10 O 2.45 -0.78 -0.05
11 O 1.37 1.02 -0.15
12 S -0.16 -1.26 0.11

Values from the calculation:
- M: 128.15 g/mol
- E_LUMO: 0.33 eV
- Maximum force: 0.0732 hartree/bohr
- Calculated total energy: -20177.661 eV
- SMILES string: C=C1C=COC(=O)S1


Entry 5:
The following is a quantum chemistry calculation of C7H14N2OPTc as an isolated structure at a distorted geometry, from the OMol25 dataset.

Element x y z (Å)
1 C 2.84 -0.51 -1.70
2 C 2.45 0.81 -2.05
3 C 1.12 0.72 -2.57
4 C 0.89 -0.64 -2.94
5 C 1.91 -1.44 -2.36
6 Tc 0.29 -1.16 2.00
7 P 2.03 -0.06 2.83
8 H 3.65 -0.82 -1.03
9 H 2.98 1.74 -1.84
10 H 0.47 1.57 -2.81
11 H 1.96 -2.53 -2.29
12 H 0.09 -0.96 -3.61
13 H 1.88 1.29 3.31
14 H 3.30 0.19 2.20
15 H 2.59 -0.71 3.98
16 C -3.27 -0.50 2.20
17 N -3.05 0.26 0.98
18 C -1.90 0.36 0.32
19 N -1.86 1.12 -0.82
20 O -0.86 -0.25 0.76
21 H -2.32 -0.98 2.51
22 H -4.04 -1.25 1.98
23 H -3.64 0.19 2.97
24 H -3.81 0.78 0.57
25 H -1.03 1.15 -1.40
26 H -2.68 1.58 -1.19

Values from the calculation:
- M: 271.18 g/mol
- Total charge: +1
- E_LUMO (alpha / beta): -3.85 / -4.54 eV
- 2S+1: 4
- Maximum force: 0.0869 hartree/bohr
- Calculated total energy: -23989.238 eV


Entry 6:
The following is a quantum chemistry calculation of a single C16H26N2O2S molecule, from the OMol25 dataset.

Element x y z (Å)
1 C -4.72 -0.59 1.04
2 H -5.13 0.36 1.37
3 H -5.51 -1.34 1.12
4 C -4.22 -0.49 -0.39
5 C -3.79 -1.87 -0.91
6 H -4.64 -2.55 -0.91
7 H -3.41 -1.80 -1.93
8 H -3.02 -2.29 -0.27
9 C -3.07 0.52 -0.50
10 C -1.83 0.06 0.25
11 O -1.69 0.19 1.45
12 N -0.88 -0.51 -0.53
13 H -1.06 -0.63 -1.52
14 C 0.34 -1.07 -0.01
15 C 0.43 -2.55 -0.38
16 H 1.33 -3.00 0.04
17 H -0.44 -3.08 0.01
18 H 0.46 -2.67 -1.46
19 H 0.29 -0.95 1.07
20 C 1.57 -0.29 -0.56
21 C 2.85 -0.85 -0.01
22 C 3.14 -1.33 1.23
23 C 4.50 -1.69 1.38
24 C 5.23 -1.49 0.26
25 S 4.27 -0.84 -1.02
26 H 6.27 -1.68 0.09
27 H 4.91 -2.09 2.29
28 H 2.42 -1.43 2.02
29 N 1.59 1.14 -0.33
30 C 1.39 1.59 1.03
31 H 2.00 0.98 1.70
32 C 1.85 3.05 1.12
33 O 1.16 3.87 0.21
34 C 1.33 3.41 -1.10
35 C 0.83 1.97 -1.25
36 H 0.99 1.62 -2.27
37 H -0.25 1.95 -1.03
38 H 0.76 4.08 -1.74
39 H 2.39 3.45 -1.38
40 H 1.65 3.45 2.12
41 H 2.93 3.10 0.92
42 H 0.34 1.53 1.34
43 H 1.59 -0.43 -1.65
44 H -2.82 0.70 -1.55
45 H -3.39 1.47 -0.05
46 H -5.03 -0.13 -1.03
47 H -3.91 -0.86 1.71

Values from the calculation:
- M: 310.46 g/mol
- E_LUMO: 0.60 eV
- Maximum force: 0.0120 hartree/bohr
- Calculated total energy: -34924.581 eV
- SMILES string: CC(C)CC(=O)N[C@@H](C)[C@H](c1cccs1)N1CCOCC1


Entry 7:
The following is a quantum chemistry calculation of an isolated ion of composition C4H13N3 and charge +2 at a distorted geometry, from the OMol25 dataset.

Element x y z (Å)
1 C -2.20 -0.73 -0.13
2 C 2.67 0.15 -0.30
3 C 1.49 -0.21 0.59
4 C 0.32 -0.78 -0.24
5 N -3.34 -0.12 -0.05
6 N -1.06 -0.21 0.02
7 N -0.89 1.16 0.00
8 H -2.30 -1.74 -0.19
9 H 3.36 0.89 -0.02
10 H 3.28 -0.73 -0.35
11 H 2.29 0.35 -1.37
12 H 0.96 0.55 1.28
13 H 1.67 -0.96 1.47
14 H 0.61 -0.73 -1.26
15 H 0.35 -1.94 -0.10
16 H -4.15 -0.61 0.12
17 H -3.50 0.88 -0.02
18 H -0.92 1.36 -1.03
19 H 0.10 1.20 0.39
20 H -1.63 1.74 0.48

Values from the calculation:
- M: 103.17 g/mol
- Total charge: +2
- E_LUMO: -8.52 eV
- Maximum force: 0.0835 hartree/bohr
- Calculated total energy: -8808.558 eV
- SMILES string: CCC/[N+]([NH3+])=C/N


Entry 8:
The following is a quantum chemistry calculation of C6H5N3O as an isolated structure at a distorted geometry, from the OMol25 dataset.

Element x y z (Å)
1 C -1.06 0.94 0.13
2 C 0.66 -0.17 -0.29
3 C 1.44 -1.22 -1.05
4 C 2.46 -2.20 -0.80
5 C -0.42 0.74 1.26
6 C -0.63 1.59 2.41
7 H -2.59 1.11 -1.15
8 H -3.19 1.51 0.30
9 H 1.19 -1.37 -2.09
10 H 2.69 -2.11 0.15
11 H 2.55 -3.03 -1.77
12 N -2.15 1.66 -0.47
13 N 0.67 -0.10 1.05
14 N -1.19 2.35 3.16
15 O -0.42 0.31 -0.85

Values from the calculation:
- M: 135.13 g/mol
- E_LUMO: -0.04 eV
- Maximum force: 0.1711 hartree/bohr
- Calculated total energy: -12815.591 eV


Entry 9:
The following is a quantum chemistry calculation of C4H12N2S as an isolated structure at a distorted geometry, from the OMol25 dataset.

Element x y z (Å)
1 C -1.44 0.97 0.51
2 C -0.81 -0.12 -0.04
3 C 0.86 -1.92 0.40
4 C 1.79 0.42 -0.81
5 N -2.82 1.36 0.10
6 N 0.56 -0.46 0.42
7 S 3.20 0.85 -0.08
8 H -1.02 1.47 1.29
9 H -1.32 -0.67 -0.78
10 H 1.31 -2.23 1.34
11 H 0.06 -2.59 0.22
12 H 1.62 -2.22 -0.29
13 H 1.06 1.18 -1.14
14 H 1.75 -0.32 -1.62
15 H -3.58 0.69 0.29
16 H -2.85 1.33 -0.98
17 H -3.30 2.17 0.56
18 H 0.82 -0.01 1.36
19 H 4.14 0.08 -0.74

Values from the calculation:
- M: 120.22 g/mol
- Total charge: +2
- E_LUMO: -8.16 eV
- Maximum force: 0.0776 hartree/bohr
- Calculated total energy: -18138.063 eV


Entry 10:
The following is a quantum chemistry calculation of a 2-piece molecular cluster, C4H4F2 overall at a distorted geometry, from the OMol25 dataset.

Element x y z (Å)
1 C 0.14 -0.14 -0.05
2 C 0.33 -0.61 -1.25
3 C -0.27 0.31 1.07
4 C -1.46 2.13 0.90
5 F -2.02 2.15 -0.27
6 F -0.49 3.07 0.98
7 H -0.05 -0.08 -2.13
8 H 1.22 -1.32 -1.31
9 H -0.93 -0.22 1.67
10 H 0.42 1.06 1.67

Values from the calculation:
- M: 90.07 g/mol
- E_LUMO: 0.04 eV
- Maximum force: 0.0964 hartree/bohr
- Calculated total energy: -9642.643 eV


Entry 11:
The following is a quantum chemistry calculation of a single C6H12O molecule at a distorted geometry, from the OMol25 dataset.

Element x y z (Å)
1 C 0.61 1.60 -2.25
2 C 0.48 0.39 -1.32
3 C 0.34 0.73 0.17
4 C 0.29 -0.54 1.03
5 C -0.38 -0.69 2.37
6 C -0.77 -1.59 1.24
7 O -2.05 -1.57 0.72
8 H -0.27 2.25 -2.18
9 H 1.49 2.20 -2.02
10 H 0.70 1.27 -3.29
11 H 1.36 -0.25 -1.44
12 H -0.39 -0.20 -1.62
13 H -0.53 1.39 0.31
14 H 1.21 1.34 0.47
15 H 1.12 -1.23 0.92
16 H -1.16 0.02 2.65
17 H 0.19 -1.07 3.22
18 H -0.30 -2.59 1.25
19 H -1.95 -1.47 -0.24

Values from the calculation:
- M: 100.16 g/mol
- E_LUMO: 0.93 eV
- Maximum force: 0.0272 hartree/bohr
- Calculated total energy: -8462.751 eV
- SMILES string: CCC[C@H]1C[C@H]1O


Entry 12:
The following is a quantum chemistry calculation of C12H18CoF9O6 as an isolated structure at a distorted geometry, from the OMol25 dataset.

Element x y z (Å)
1 Co -0.51 0.51 -0.35
2 C 0.14 0.16 2.69
3 O 0.84 -1.12 2.67
4 O -0.64 0.48 1.64
5 C -0.82 -0.02 3.90
6 F -1.79 -0.91 3.59
7 F -0.20 -0.47 4.97
8 F -1.52 1.13 4.19
9 C 1.81 -1.28 1.69
10 C 2.08 -2.75 1.33
11 H 1.38 -3.15 0.65
12 H 3.15 -2.87 1.06
13 H 1.86 -3.37 2.24
14 H 2.66 -0.86 2.21
15 H 1.47 -0.74 0.81
16 H 0.84 1.01 2.75
17 C 0.90 2.63 -1.16
18 O 1.68 1.45 -0.93
19 O -0.40 2.34 -1.13
20 C 1.29 3.60 -0.11
21 F 1.04 3.20 1.18
22 F 2.56 4.03 -0.24
23 F 0.53 4.75 -0.33
24 C 2.02 0.76 -2.09
25 C 3.32 -0.02 -1.76
26 H 3.45 -0.78 -2.53
27 H 4.18 0.67 -1.77
28 H 3.03 -0.38 -0.77
29 H 2.17 1.49 -2.89
30 H 1.14 0.09 -2.33
31 H 1.24 3.11 -2.12
32 C -1.38 -1.56 -1.55
33 O -2.20 -0.56 -0.89
34 O -0.11 -1.07 -1.43
35 C -1.62 -2.88 -0.92
36 F -0.93 -3.79 -1.62
37 F -1.43 -2.93 0.39
38 F -2.96 -3.18 -1.11
39 C -3.36 0.02 -1.60
40 C -3.89 1.08 -0.58
41 H -4.66 1.84 -0.88
42 H -4.42 0.59 0.22
43 H -3.10 1.64 -0.15
44 H -4.18 -0.66 -1.79
45 H -2.94 0.45 -2.51
46 H -1.71 -1.69 -2.62

Values from the calculation:
- M: 488.18 g/mol
- Total charge: -1
- E_LUMO (alpha / beta): 3.08 / 3.07 eV
- 2S+1: 4
- Maximum force: 0.0525 hartree/bohr
- Calculated total energy: -87107.584 eV